# C33H22CuF3N8O4

A structure of composition C33H22CuF3N8O4 in a non-equilibrium geometry (the ωB97M-V functional and the def2-TZVPD basis, OMol25).

Output
* F_max: 4.3 eV/A
* HOMO (spin up / spin down): -11.84 / -11.84 eV

```
! wB97M-V def2-TZVPD RIJCOSX def2/J DEFGRID3
* xyz 1 2
C 2.34 1.15 -0.14
C 3.64 0.70 -3.66
H 2.91 2.41 -1.82
F -1.37 -5.49 3.66
C 1.15 -0.06 3.61
N -1.13 0.06 -0.18
O -1.59 -2.74 1.73
H -1.11 -1.00 6.53
C 0.20 -4.43 -1.74
H -1.15 -2.12 -3.61
C 2.25 -0.22 0.20
C 0.70 -0.05 5.93
C -0.49 -1.84 -1.56
C -2.68 1.35 3.38
N -2.05 3.61 2.97
H 3.23 -1.78 -2.60
N -0.32 -3.91 -2.82
C -2.27 3.49 -3.90
H -3.12 0.65 4.12
H 2.03 1.89 0.59
H 2.51 -2.30 -0.39
C 3.02 -0.96 -1.93
H -1.66 -1.64 4.10
H 0.78 2.18 -4.23
C -0.72 -2.61 -2.71
H 1.04 0.18 6.92
H 0.84 3.42 -6.17
H -1.99 3.22 -1.01
C -0.97 -3.69 2.29
H -2.96 4.95 -5.39
C -0.80 -0.39 -1.41
C 3.15 0.40 -2.29
C -0.47 -0.73 5.74
C 1.98 0.17 2.46
C -1.65 2.20 -1.18
C -1.22 1.78 -2.42
C -0.75 -1.09 4.42
H -2.80 3.00 4.83
C -1.63 3.22 1.79
H -0.45 0.12 -3.56
C -0.09 2.69 -4.49
N -1.15 4.15 -5.97
C -0.09 3.44 -5.61
F -1.92 -5.72 1.57
H 4.62 -1.09 -3.83
C -1.43 1.34 -0.03
C -2.55 2.69 3.83
C -1.84 1.90 1.38
H -3.13 3.51 -3.33
F -3.12 -4.60 3.01
C -1.86 -4.89 2.62
C 1.52 0.27 4.89
H 2.91 0.64 2.46
N -2.35 0.99 2.19
O 4.42 -0.25 -4.28
C -0.84 0.41 -2.53
H 0.63 -5.47 -1.85
H 0.89 -4.10 0.35
N 1.58 -0.50 1.41
C 0.43 -3.76 -0.55
O 3.51 1.80 -4.15
C -2.18 4.26 -5.14
Cu -0.08 -1.49 1.46
C 2.86 1.44 -1.37
H 2.46 0.80 5.05
C -1.25 2.67 -3.62
H -1.20 3.99 1.09
N 0.02 -0.77 3.42
O 0.22 -3.76 2.57
C 2.58 -1.24 -0.62
N -0.02 -2.46 -0.48
*
```

---

# C33H23Cl2CoN5O4S

A structure of composition C33H23Cl2CoN5O4S in a non-equilibrium geometry (the ωB97M-V functional and the def2-TZVPD basis, OMol25).

Output
* F_max: 1.6 eV/A
* relative energy (zero: lowest compared OMol25 entry of this formula, charge and spin): 17.7 kcal/mol
* HOMO (spin up / spin down): -7.74 / -7.75 eV

```
! wB97M-V def2-TZVPD RIJCOSX def2/J DEFGRID3
* xyz 0 2
Cl 0.79 2.76 -1.94
C -3.05 3.36 -2.89
O -0.50 -2.16 -0.50
C -2.14 -2.01 2.39
H 5.36 -3.03 0.00
N -1.95 -0.92 1.63
C 1.34 -2.98 2.34
O 1.58 -4.02 2.90
H 1.58 1.21 -6.35
H 0.63 -2.36 -4.21
C 3.79 0.32 4.09
H -5.42 -2.59 1.84
S -0.51 1.25 4.82
H -2.28 6.46 -1.83
H 4.84 0.16 3.85
C 2.83 -0.81 -0.23
H 3.20 0.50 2.03
C -0.73 -1.17 -1.23
H -3.46 -3.48 3.15
C -0.53 -0.65 -3.68
C 2.89 0.49 3.06
N 2.00 -1.29 0.69
C 2.07 0.61 5.75
C 1.16 0.80 4.72
C -0.74 3.48 -2.32
H 3.76 -3.94 1.72
C -2.15 5.42 -2.10
H 4.68 -0.99 -1.29
C -0.91 4.81 -1.98
H -2.59 0.89 -3.09
C 3.39 0.35 5.42
O -0.51 0.01 -0.83
C 1.00 0.69 -5.60
C -4.25 -1.00 0.99
C -3.37 -2.62 2.51
N -1.73 1.39 -3.21
H -1.50 1.49 2.59
C -0.92 -2.59 3.06
C 4.05 -1.41 -0.52
H -5.05 -0.57 0.40
C 1.54 0.68 3.37
H -2.36 -1.10 -2.61
C 2.34 -2.40 1.36
C 0.46 -1.31 -4.40
C 0.02 1.37 -4.90
H 2.50 0.08 -0.75
C -0.73 0.71 -3.92
H 1.76 0.69 6.79
O -1.02 -3.28 4.05
C 4.41 -2.54 0.19
C 3.55 -3.05 1.14
H -2.79 0.45 0.35
H -1.27 -2.47 -2.82
H 2.01 -1.18 -5.88
C -2.99 -0.43 0.95
N 0.21 -2.22 2.38
N 0.50 0.87 2.46
Cl -4.43 2.45 -3.42
H -0.18 2.41 -5.11
H 4.11 0.20 6.21
C -1.80 2.71 -2.84
C -0.58 1.22 3.09
H -0.07 5.36 -1.57
H -4.21 5.13 -2.62
C 1.24 -0.65 -5.35
C -1.30 -1.40 -2.63
Co 0.06 -0.73 1.08
C -3.23 4.68 -2.54
C -4.44 -2.12 1.79
*
```

---

# C33H23Cl3N4O4RuS2

A structure of composition C33H23Cl3N4O4RuS2 (the ωB97M-V functional and the def2-TZVPD basis, OMol25).

Output
* F_max: 0.8 eV/A
* relative energy (zero: lowest compared OMol25 entry of this formula, charge and spin): 23.0 kcal/mol
* HOMO (spin up / spin down): -8.22 / -8.22 eV

```
! wB97M-V def2-TZVPD RIJCOSX def2/J DEFGRID3
* xyz 0 1
N 4.63 -2.64 -1.88
C 0.27 -0.23 3.28
C -2.03 -0.67 -2.90
H -4.69 -0.92 -2.87
C 1.90 1.25 -1.81
H -0.20 -2.16 4.16
Cl -5.45 1.11 1.97
N 0.02 -2.69 -0.04
C -1.50 0.71 1.72
C -4.85 2.19 -4.20
H 1.48 -2.01 3.62
C -2.57 1.52 -3.88
Cl 3.99 0.02 2.06
H 0.92 0.11 2.47
C 4.28 1.23 -2.26
H 0.62 -4.85 -2.46
H 5.20 1.76 -2.48
C 2.32 3.78 2.38
C 2.39 1.75 3.50
H -6.34 0.76 -3.62
C 1.89 3.08 3.46
H 2.10 4.80 2.11
C 3.10 -0.82 -1.82
H 3.06 3.00 -2.26
S 5.58 -1.34 -2.13
Cl -0.30 1.07 0.51
C -3.49 0.19 3.58
H 1.01 -0.59 -1.23
C 3.18 1.50 2.42
H 1.63 -1.61 0.87
C 3.08 1.92 -2.13
H 0.98 1.81 -1.68
C -5.81 3.16 -4.63
C -1.08 -3.08 1.84
C 2.03 0.75 4.55
N 0.06 -2.36 2.11
C -0.09 -4.02 -2.54
O 6.43 -1.10 -1.01
H -3.16 3.41 -4.71
O 6.15 -1.38 -3.44
H -1.05 -4.26 -3.01
H 2.17 1.17 5.55
Ru 0.44 -2.41 -1.97
H -1.80 -3.82 -0.10
H -1.91 -0.52 4.82
C 1.92 -0.13 -1.64
C 0.69 -2.15 0.95
C -3.49 2.46 -4.30
C -1.15 0.14 2.93
C -1.23 -1.50 -2.51
C -2.82 1.01 1.40
H -1.51 1.72 -3.95
H -1.77 -3.36 2.62
N -6.58 3.95 -4.98
H 2.67 -0.13 4.47
C 4.26 -0.14 -2.11
O 2.41 -3.14 -1.63
C -5.28 0.97 -3.69
O 0.64 0.39 4.50
C -2.99 0.29 -3.36
C 3.37 -2.31 -1.76
S 3.34 2.84 1.37
H -3.07 1.44 0.44
H 1.23 3.49 4.21
C -2.16 -0.11 3.85
C 0.44 -1.75 3.38
C -3.80 0.74 2.34
C -1.09 -3.30 0.50
H -4.26 0.00 4.30
C -4.36 0.03 -3.27
*
```

---

# C33H23F3O2S

A cluster of 2 separate species, C33H23F3O2S in total in a non-equilibrium geometry (the ωB97M-V functional and the def2-TZVPD basis, OMol25).

Output
* F_max: 1.5 eV/A
* HOMO: -6.95 eV

```
! wB97M-V def2-TZVPD RIJCOSX def2/J DEFGRID3
* xyz 0 1
C -0.17 4.07 0.28
H -3.61 -1.31 -0.42
C 1.28 -0.30 2.44
H 2.26 -0.50 -0.05
H -4.98 -2.48 4.21
C -2.24 3.33 -2.07
O -2.51 0.89 0.33
H 2.97 3.49 1.53
F 5.26 -0.68 1.34
C 1.33 -0.07 -1.97
H 0.52 -3.30 0.99
C 0.75 1.91 -0.46
C -4.68 -2.24 3.19
S -1.88 0.11 1.39
C 2.64 -0.46 2.57
C -3.17 -1.11 1.68
F 5.26 -1.64 3.33
C 0.41 0.91 -1.44
O -1.59 0.75 2.65
C 1.94 2.14 0.22
C 2.31 -0.66 -1.14
C 3.29 -1.49 -1.69
C -5.05 -2.36 0.80
F 5.21 -2.86 1.51
C 3.34 -1.69 -3.07
C -0.30 2.90 -0.45
C -2.84 2.87 -3.25
H -3.04 1.22 -4.65
H 4.02 -1.98 -1.03
C 2.47 -2.70 1.61
H -0.98 4.80 0.26
C -5.46 -2.67 2.11
H 3.26 0.32 3.04
C -1.24 2.56 -1.49
C 2.05 3.32 0.97
C 1.03 4.28 0.98
C -2.52 1.59 -3.77
H -5.62 -2.71 -0.06
C 1.35 -0.35 -3.35
H -1.35 -0.23 -3.50
C 2.36 -1.13 -3.90
H 1.17 5.21 1.54
C -1.54 0.79 -3.16
H 2.40 -1.27 -4.98
H -6.37 -3.24 2.28
C 0.55 -1.19 1.57
C 4.73 -1.71 2.07
C 1.13 -2.49 1.38
H -2.53 4.27 -1.59
C -3.91 -1.58 0.59
C -3.53 -1.47 2.98
H 4.14 -2.29 -3.50
C 3.23 -1.63 2.08
H -3.58 3.48 -3.77
H -0.80 -1.33 -0.11
H 0.62 0.12 -4.00
H 0.77 0.55 2.91
H 2.79 1.47 0.12
H 2.94 -3.67 1.42
C -0.54 -0.76 0.78
H -2.93 -1.12 3.82
C -0.82 1.32 -2.08
*
```

---

# C33H25AuBrN3O2

A structure of composition C33H25AuBrN3O2 in a non-equilibrium geometry (the ωB97M-V functional and the def2-TZVPD basis, OMol25).

Output
* F_max: 1.4 eV/A
* relative energy (zero: lowest compared OMol25 entry of this formula, charge and spin): 33.6 kcal/mol
* HOMO: -13.50 eV

```
! wB97M-V def2-TZVPD RIJCOSX def2/J DEFGRID3
* xyz 2 1
O -0.05 2.12 3.54
H -0.20 -4.32 3.43
C 1.61 -0.85 -3.25
C 2.77 -1.45 -3.73
O -1.84 1.53 -3.26
H 3.73 -1.14 -3.34
C 0.10 -2.42 0.10
C -1.45 2.15 -0.95
C -0.07 -5.20 0.02
H -2.55 3.77 -1.83
H 3.61 -2.88 -5.09
H -1.55 4.06 2.35
C -0.92 -0.68 -3.22
H 1.45 1.65 4.89
H -0.65 -2.51 -5.14
H 2.21 -6.42 -0.60
Br 2.88 -0.76 0.10
H 1.68 -0.06 -2.51
C -1.53 3.54 1.40
C 2.54 -2.99 4.90
C 3.55 -4.76 -0.67
C 1.47 -2.80 -5.23
H 3.08 -0.92 4.85
C -1.19 -4.45 0.25
C 1.63 -3.96 4.48
N 0.38 0.46 2.12
C -1.59 0.38 -4.14
H 4.41 -5.36 -0.92
C 2.58 -2.61 -0.22
N -0.87 1.66 0.13
C -1.11 -3.05 0.27
C 3.68 -3.37 -0.50
H 1.78 -4.99 4.75
C 1.22 0.14 3.29
C 2.32 -5.35 -0.50
C 2.70 -2.42 -4.71
C 0.68 1.14 4.34
H -0.54 -1.96 2.82
C 0.35 -2.25 3.37
H -0.94 0.71 -4.95
H 2.24 0.42 3.00
C 0.53 -3.58 3.73
H -2.55 0.07 -4.55
C 0.37 -1.24 -3.74
H -0.12 -6.28 0.02
C 1.29 -3.15 -0.10
C -2.09 3.38 -0.94
N -0.80 0.06 -1.96
C 0.31 -2.22 -4.74
H 4.66 -2.91 -0.59
C -1.35 1.22 -2.09
C -0.91 2.31 1.28
H -2.02 -2.47 0.42
C 1.18 -4.58 -0.19
C -2.12 4.08 0.26
H -2.61 5.04 0.32
Au -0.07 -0.39 0.07
H -2.15 -4.93 0.40
H -0.03 0.68 5.03
C 2.36 -1.67 4.53
C 1.28 -1.30 3.74
H 3.39 -3.27 5.50
H 1.41 -3.55 -6.00
C -0.20 1.59 2.35
H -1.60 -1.52 -3.05
*
```

---

# C33H25Br4NO6PPmSSe2

A structure of composition C33H25Br4NO6PPmSSe2 in a non-equilibrium geometry (the ωB97M-V functional and the def2-TZVPD basis, OMol25).

Output
* F_max: 2.8 eV/A
* relative energy (zero: lowest compared OMol25 entry of this formula, charge and spin): 11.3 kcal/mol
* HOMO (spin up / spin down): -2.43 / -2.43 eV

```
! wB97M-V def2-TZVPD RIJCOSX def2/J DEFGRID3
* xyz -2 5
O 13.25 7.29 9.71
C 11.29 11.76 14.49
H 5.35 13.27 15.73
C 14.80 5.83 14.22
H 13.17 4.43 14.37
H 6.31 10.83 7.33
C 7.23 13.19 9.55
Br 5.16 7.20 4.85
H 7.60 10.51 18.00
C 8.41 11.90 15.04
O 13.08 12.30 8.80
H 6.48 12.80 5.82
Pm 9.95 9.28 9.98
H 7.10 11.03 9.63
H 9.41 10.56 16.45
Se 8.56 10.62 12.26
H 15.01 8.53 12.18
Br 4.91 8.52 7.83
C 8.54 11.19 16.26
O 11.10 7.46 11.01
C 13.52 5.44 13.96
H 11.18 13.84 14.93
C 11.69 12.92 15.09
C 12.53 11.33 9.38
C 7.76 8.22 7.91
H 7.13 13.29 13.99
C 6.27 12.70 15.89
C 15.71 4.83 14.90
H 16.08 5.02 15.86
C 14.60 7.69 12.70
N 12.44 9.43 11.07
O 10.02 8.51 7.89
H 14.71 11.93 16.24
C 7.03 11.93 9.02
C 6.66 11.79 7.67
C 9.06 7.84 7.33
C 6.64 12.91 6.85
C 13.30 10.31 10.34
Se 9.97 13.82 12.75
Br 10.80 6.78 5.46
C 15.29 7.05 13.73
C 6.93 14.15 7.38
C 6.40 12.00 17.09
C 13.54 10.92 14.76
C 9.10 7.06 6.18
S 12.54 7.85 10.85
C 6.58 7.94 7.20
H 7.50 13.28 10.60
H 11.69 5.94 12.83
Br 7.95 5.59 4.14
H 12.10 9.86 13.55
H 5.63 11.87 17.83
C 7.22 12.64 14.86
H 15.24 3.80 15.02
H 14.01 9.68 9.65
P 9.68 11.85 13.62
C 12.28 10.77 14.19
H 13.03 13.75 16.44
H 16.18 7.51 14.11
O 11.30 10.98 9.22
C 7.53 11.25 17.20
C 6.67 7.27 5.97
C 13.34 7.20 12.33
C 7.26 14.30 8.71
H 7.59 15.34 9.06
H 6.74 15.02 6.81
C 12.87 12.90 15.80
C 7.91 6.78 5.55
H 13.86 10.92 11.02
O 7.85 8.65 9.13
C 12.71 6.14 13.04
H 14.32 10.24 14.44
H 16.63 4.61 14.27
C 13.81 11.92 15.71
*
```

---

# C33H25BrCuF5N4O2SSe

A structure of composition C33H25BrCuF5N4O2SSe (the ωB97M-V functional and the def2-TZVPD basis, OMol25).

Output
* F_max: 0.4 eV/A
* relative energy (zero: lowest compared OMol25 entry of this formula, charge and spin): 54.4 kcal/mol
* HOMO (spin up / spin down): -3.29 / -3.29 eV

```
! wB97M-V def2-TZVPD RIJCOSX def2/J DEFGRID3
* xyz -1 2
C -1.67 -3.13 -1.16
H -0.72 -1.84 -3.34
C 0.61 -2.46 -0.30
H 2.82 4.68 5.37
C 2.13 -1.15 -1.63
N -1.51 1.41 0.05
C -0.35 -2.51 -1.33
H -1.60 2.39 0.33
C 1.20 -1.19 -2.67
H -0.23 2.06 -1.67
C -1.67 3.14 -2.35
H -0.16 -0.41 5.24
H 0.16 0.36 -6.59
N -1.43 -0.21 -5.48
H -1.20 4.93 -3.42
C 1.81 -1.80 -0.45
H -2.11 -3.44 -2.11
C -2.99 0.35 -7.69
Se 1.75 -2.77 3.54
H 1.48 1.64 2.67
C -0.12 0.30 4.43
C 0.00 -1.86 -2.53
C 1.49 3.21 6.19
H -5.36 3.91 -3.14
F 2.23 -5.30 5.26
C 4.54 -5.34 5.25
H 3.07 -0.62 -1.75
N -3.53 -0.11 -6.54
C 3.37 -4.74 4.86
C -0.81 0.03 3.31
C 1.46 2.10 3.65
F 4.68 -1.96 2.97
S -3.56 -0.90 -4.04
C -2.32 0.98 -1.16
H -3.68 0.54 -8.50
O -0.34 2.91 -2.13
Br -1.63 -1.67 3.17
C 5.79 -3.65 4.09
H -1.18 0.91 -8.66
H 1.50 3.63 7.19
H -1.60 0.45 -1.81
C -1.65 0.54 -7.77
O -3.39 0.23 -0.85
Cu -2.69 -1.54 -0.62
F 4.53 -6.45 6.00
C -0.92 0.23 -6.59
C 0.73 2.08 5.93
C -4.33 3.70 -2.92
H 2.81 3.67 3.11
H -1.70 -3.94 -0.43
C -3.98 2.56 -2.20
H 2.51 -1.78 0.38
C -3.33 4.56 -3.35
C -1.02 0.95 2.19
C -2.66 2.28 -1.89
C -2.00 4.28 -3.08
H -4.52 -0.25 -6.45
F 6.89 -5.37 5.25
C 5.76 -4.79 4.87
C 2.23 3.79 5.17
H -0.90 2.01 2.41
N -1.36 0.53 1.03
C -2.79 -0.40 -5.39
H -3.58 5.45 -3.92
C 2.22 3.23 3.91
C 0.69 1.51 4.66
H 0.37 -2.94 0.65
C 3.36 -3.58 4.08
C 4.60 -3.06 3.71
H -4.72 1.85 -1.85
H 1.42 -0.68 -3.61
F 6.96 -3.13 3.73
H 0.15 1.62 6.73
*
```

---

Computed energy (eV) in order:
-107475.376 -123745.384 -110560.108 -57674.605 -116911.653 -495948.503 -249130.808